18
Properties=species:S:1:pos:R:3 method="wB97M-V/def2-TZVPD" fmax_ev_per_a=5.07 molar_mass_g_mol=133.1 total_charge=-1 smiles=CP([O-])N1CCCN1 gap_ha=0.2247 lumo_ev=4.10 de_lowest_kcal_mol=20.8
C 2.02836 -1.15447 1.57588
P 0.66910 -1.64619 0.35156
O 1.21831 -2.58249 -0.67410
N 0.50765 0.10071 -0.47314
C -0.34847 0.15419 -1.56991
C -1.69541 0.55045 -1.01602
C -1.28985 1.32124 0.20327
N 0.13561 1.10590 0.36253
H 2.97268 -1.01855 1.11473
H 2.03878 -1.92212 2.29957
H 1.82257 -0.30084 2.16009
H -0.45548 -0.70562 -2.24828
H -0.04051 1.08073 -2.30559
H -2.17761 -0.29234 -0.60752
H -2.18974 1.06139 -1.72629
H -1.53736 2.35121 0.10269
H -1.92067 1.02035 1.06685
H 0.26204 0.87646 1.38366

---

51
Properties=species:S:1:pos:R:3 method="wB97M-V/def2-TZVPD" fmax_ev_per_a=0.27 molar_mass_g_mol=552.4 total_charge=+1 gap_ha="0.3371 / 0.2776" lumo_ev="-2.19 / -3.74" de_lowest_kcal_mol=0.0 multiplicity=3
Pt -1.56824 -0.07637 -0.34692
O 0.01640 1.17399 -1.10270
N 1.00836 1.35070 -0.30766
N 0.94562 0.78305 0.81617
O -0.03325 -0.02692 1.19350
C 2.02336 0.97538 1.75194
C 2.17276 0.05064 2.77116
C 3.21242 0.22529 3.67324
C 4.07455 1.30329 3.54887
C 3.89940 2.22016 2.52025
C 2.86662 2.06764 1.61044
H 1.49160 -0.78247 2.85088
H 3.34563 -0.48781 4.47471
H 4.88179 1.43491 4.25548
H 4.56406 3.06760 2.42724
H 2.71353 2.77856 0.81335
C -4.67210 -0.40072 1.90375
P -3.41197 0.84866 2.14401
C -4.20633 2.32030 2.77024
C -2.30112 0.24715 3.40810
O -2.71661 1.20621 0.83251
H -5.13055 -0.67459 2.85356
H -4.22382 -1.29186 1.46200
H -5.43995 -0.02164 1.23032
H -4.72315 2.11270 3.70656
H -4.92269 2.68595 2.03537
H -3.45385 3.09030 2.93628
H -2.86436 0.03204 4.31704
H -1.54100 0.99903 3.61497
H -1.79739 -0.65591 3.06772
C 1.50750 -1.97793 -0.75202
N 1.22429 -1.55530 -2.11196
C 2.37600 -1.34249 -2.98201
C 1.99115 -1.62111 -4.42071
C 0.78612 -0.78053 -4.78722
N -0.26332 -0.92177 -3.78096
C -1.61288 -0.58447 -4.20678
C -0.02432 -1.32336 -2.52584
O -1.00905 -1.50151 -1.72734
H 1.92754 -2.98508 -0.75571
H 0.60019 -1.96920 -0.15280
H 2.23640 -1.29724 -0.30651
H 3.16192 -2.02290 -2.65260
H 2.74747 -0.31990 -2.85696
H 1.75406 -2.68090 -4.53459
H 2.82146 -1.39132 -5.08725
H 0.37016 -1.09514 -5.74529
H 1.05556 0.27723 -4.87513
H -2.11461 -1.44819 -4.64583
H -1.54346 0.20427 -4.95430
H -2.20190 -0.21841 -3.37056

---

17
Properties=species:S:1:pos:R:3 method="wB97M-V/def2-TZVPD" fmax_ev_per_a=2.39 molar_mass_g_mol=93.1 smiles="C=C(C)N.O.O" gap_ha=0.3343 lumo_ev=0.65 de_lowest_kcal_mol=19.8
C -0.03114 1.60627 1.68655
C 0.84080 1.07296 0.82989
C 1.64269 -0.16580 1.09888
N 1.02558 1.50667 -0.51598
H -0.46104 2.59767 1.64593
H -0.41253 0.98727 2.49105
H 2.43363 -0.01455 1.82920
H 2.02247 -0.72838 0.24342
H 0.98752 -0.94399 1.52275
H 1.59202 0.84083 -1.00412
H 0.95377 2.50180 -0.62827
O -1.19403 -3.02395 -2.28343
H -2.11273 -3.30229 -2.35841
H -1.27004 -2.13608 -1.88986
O -2.10210 -0.48142 -1.21053
H -1.43469 0.21369 -1.13003
H -2.48019 -0.53070 -0.32702

---

100
Properties=species:S:1:pos:R:3 method="wB97M-V/def2-TZVPD" fmax_ev_per_a=0.57 molar_mass_g_mol=914.9 total_charge=+2 gap_ha="0.3255 / 0.3446" lumo_ev="-4.26 / -4.26" multiplicity=6
Mn -1.81227 -0.05575 -1.60379
N -1.56392 0.21535 0.36828
S -0.89274 0.18497 1.65264
N 0.67386 0.64495 1.74032
S 1.87081 -0.15448 1.17961
N 1.87134 -0.81200 -0.20427
S 1.46454 -0.22655 -1.69103
N 0.09778 -0.37400 -2.14429
C 2.64889 -1.16780 -2.61323
C 2.13891 -1.86943 -3.69161
C 3.00195 -2.65347 -4.44424
C 4.34947 -2.71498 -4.11612
C 4.84339 -2.00852 -3.02358
C 3.99063 -1.23324 -2.25697
C 2.00350 1.47409 -1.67793
C 1.09820 2.35043 -1.08896
C 1.42099 3.69416 -1.01538
C 2.62955 4.15063 -1.52999
C 3.50999 3.26779 -2.14110
C 3.20129 1.91546 -2.22260
C 3.21284 0.98320 1.36239
C 4.47409 0.48982 1.04261
C 5.56158 1.33740 1.14869
C 5.37772 2.65256 1.56690
C 4.11275 3.12213 1.89049
C 3.01004 2.28402 1.79150
C 2.33037 -1.48540 2.24954
C 2.45387 -1.18181 3.59965
C 2.82488 -2.19157 4.46814
C 3.06233 -3.47446 3.98318
C 2.93545 -3.75566 2.62967
C 2.56635 -2.75447 1.74281
C -1.55259 1.31456 2.84965
C -0.76033 2.07413 3.69942
C -1.37970 2.95241 4.57813
C -2.76356 3.05212 4.60353
C -3.54439 2.28044 3.74985
C -2.94054 1.40545 2.86195
C -0.97104 -1.40178 2.45237
C -0.98619 -1.51862 3.83600
C -1.04167 -2.78769 4.39313
C -1.07117 -3.90760 3.57078
C -1.05506 -3.77089 2.18701
C -1.01155 -2.50932 1.61588
H 1.08301 -1.78937 -3.92056
H 2.62142 -3.21392 -5.28871
H 5.02287 -3.31839 -4.71277
H 5.89375 -2.06858 -2.76808
H 4.36375 -0.70416 -1.38795
H 0.15305 1.97997 -0.70867
H 0.72554 4.39143 -0.56206
H 2.88118 5.20293 -1.46575
H 4.43558 3.63159 -2.57005
H 3.86973 1.23758 -2.73419
H 4.59542 -0.54770 0.74800
H 6.55346 0.97248 0.91451
H 6.23192 3.31363 1.64599
H 3.98116 4.14436 2.22369
H 2.01210 2.62852 2.02974
H 2.27503 -0.17335 3.95954
H 2.93299 -1.97942 5.52393
H 3.35363 -4.25940 4.66979
H 3.12923 -4.75475 2.26058
H 2.46439 -2.93849 0.68076
H 0.31610 1.97467 3.67181
H -0.78054 3.56037 5.24368
H -3.24009 3.73417 5.29729
H -4.62313 2.36292 3.77418
H -3.52300 0.79854 2.17854
H -0.96797 -0.63641 4.46601
H -1.06921 -2.90361 5.46959
H -1.11421 -4.89621 4.01321
H -1.08337 -4.65109 1.55594
H -1.01362 -2.36723 0.54263
C -6.18858 -3.03761 -3.48098
N -4.83497 -2.70452 -3.02809
C -3.81496 -3.75473 -2.93751
C -4.50538 -1.47572 -2.66685
C -5.54004 -0.39197 -2.74118
O -3.34008 -1.23199 -2.27556
H -6.17137 -4.02093 -3.93718
H -6.53945 -2.32835 -4.22606
H -6.89447 -3.05664 -2.65080
H -4.25469 -4.69997 -3.23807
H -3.44369 -3.83941 -1.91845
H -2.97308 -3.52602 -3.58728
H -6.45092 -0.67536 -2.21360
H -5.80688 -0.19057 -3.78052
H -5.13479 0.51400 -2.30304
Br -4.60702 4.79217 -0.09240
C -3.72157 3.90356 -1.49399
C -3.60757 4.47599 -2.74918
C -2.94011 3.76385 -3.73449
C -2.42360 2.51872 -3.43262
N -2.54035 1.97377 -2.21777
C -3.17312 2.65904 -1.26020
H -4.02463 5.45460 -2.94778
H -2.81791 4.17578 -4.72850
H -1.89838 1.93347 -4.17722
H -3.22313 2.20120 -0.28039

---

13
Properties=species:S:1:pos:R:3 method="wB97M-V/def2-TZVPD" fmax_ev_per_a=2.12 molar_mass_g_mol=151.2 smiles="NC(=S)SCC(=O)O" gap_ha=0.3364 lumo_ev=0.56 de_lowest_kcal_mol=0.3
N 2.61087 1.54468 -0.25946
C 1.83258 0.50667 -0.03057
S 2.37497 -0.98132 0.36638
S 0.18330 0.93486 -0.21936
C -0.65552 -0.66697 0.07917
C -2.13015 -0.42568 -0.11348
O -2.71799 0.59116 -0.28297
O -2.78657 -1.60037 0.10959
H 3.60707 1.48178 -0.01585
H 2.20348 2.44330 -0.38502
H -0.29307 -1.46462 -0.57506
H -0.47961 -0.96598 1.15617
H -3.74938 -1.39750 0.17044

---

18
Properties=species:S:1:pos:R:3 method="wB97M-V/def2-TZVPD" fmax_ev_per_a=7.07 molar_mass_g_mol=84.2 gap_ha=0.3537 lumo_ev=0.97 de_lowest_kcal_mol=103.9
C 2.52626 -0.05683 -0.60545
C 1.68382 -0.57466 0.28758
C -0.54024 1.44398 -0.19153
C -0.95727 -0.35797 1.54657
C -1.06570 -0.84494 -1.07243
C -0.46099 -0.04458 0.13454
H 3.65908 -0.16119 -0.71600
H 2.16642 0.74369 -1.37579
H 1.92106 -1.09184 1.21974
H -0.22183 1.57780 -1.20535
H -1.62643 1.71492 -0.12338
H -0.04415 2.00090 0.50757
H -2.04463 -0.05312 1.63702
H -0.28546 0.07847 2.10028
H -1.00557 -1.43028 1.57218
H -0.47293 -0.73519 -2.01818
H -1.24787 -1.84774 -0.57026
H -1.98359 -0.36141 -1.12712